No. 1
# C17H23ErN5O2S3

A structure of composition C17H23ErN5O2S3 (wB97M-V/def2-TZVPD, OMol25).

```
51
Properties=species:S:1:pos:R:3:nbo_charge:R:1
Er 0.08 0.47 -0.03 1.690
C -3.43 0.42 -4.39 -0.738
S -4.12 0.27 -2.69 0.321
C -2.89 0.83 -1.57 -0.044
S -1.32 1.29 -2.12 -0.301
N -3.31 0.84 -0.33 -0.401
N -2.26 0.97 0.54 -0.317
C -2.59 1.14 1.75 0.074
C -1.56 1.32 2.78 0.169
C -1.89 1.52 4.11 -0.219
C -0.85 1.71 5.01 -0.121
C 0.45 1.74 4.53 -0.247
C 0.71 1.52 3.19 0.085
N -0.27 1.28 2.30 -0.528
H -3.89 -0.41 -4.90 0.234
H -2.34 0.33 -4.45 0.240
H -3.75 1.37 -4.81 0.234
H -3.63 1.13 1.98 0.214
H -2.92 1.57 4.43 0.243
H -1.03 1.90 6.07 0.239
H 1.21 1.91 5.26 0.239
H 1.72 1.45 2.83 0.225
S 2.18 -0.96 0.97 -0.337
C 0.82 -1.61 1.82 0.088
C 1.03 -2.21 3.07 -0.263
C -0.05 -2.56 3.83 -0.130
C -1.33 -2.36 3.32 -0.280
C -1.46 -1.78 2.07 0.062
N -0.42 -1.37 1.35 -0.607
H 2.03 -2.45 3.37 0.238
H 0.11 -3.08 4.79 0.234
H -2.22 -2.68 3.86 0.237
H -2.43 -1.59 1.65 0.213
C -0.10 -2.07 -2.77 -0.253
O 0.47 -1.31 -1.66 -0.764
H -0.53 -3.02 -2.44 0.196
H 0.74 -2.29 -3.46 0.183
H -0.88 -1.49 -3.23 0.213
H 1.21 -1.84 -1.29 0.520
C 2.14 0.70 -3.73 -0.424
N 3.20 0.84 -2.70 -0.350
C 4.59 0.63 -3.14 -0.400
C 2.87 1.24 -1.50 0.569
O 1.70 1.55 -1.18 -0.738
H 1.99 1.68 -4.21 0.227
H 1.27 0.30 -3.23 0.243
H 2.48 -0.02 -4.46 0.211
H 4.84 1.44 -3.84 0.218
H 4.67 -0.32 -3.64 0.217
H 5.23 0.66 -2.28 0.220
H 3.73 1.41 -0.83 0.167
```

As for the spin multiplicity: 4. Its net charge is +1. Its expectation value of S² is 3.752.

***

No. 2
# C2H10N6

The ion C2H10N6 with charge +2 (wB97M-V/def2-TZVPD, OMol25).

```
18
Properties=species:S:1:pos:R:3:nbo_charge:R:1
C 0.05 0.94 -0.63 0.394
C -2.44 0.96 -0.62 0.398
N -1.20 1.00 -0.81 -0.428
N 0.94 0.07 -0.09 -0.146
N -3.21 1.77 0.15 -0.704
N 2.31 0.16 -0.34 -0.669
N 0.55 -0.70 0.98 -0.264
N 0.85 -2.13 0.65 -0.565
H 0.82 1.62 -1.23 0.237
H -3.07 0.39 -1.35 0.243
H -4.24 1.69 0.08 0.450
H -2.85 2.12 1.04 0.428
H 2.65 1.03 0.03 0.401
H 2.62 -0.08 -1.25 0.408
H 0.93 -0.35 1.89 0.427
H 0.15 -2.85 0.69 0.461
H 1.59 -2.62 1.26 0.464
H 1.41 -2.17 -0.27 0.466
```

As for the spin multiplicity: 1. Its net charge is +2.

***

No. 3
# C3H39O17

A cluster of 17 separate species, C3H39O17 in total (wB97M-V/def2-TZVPD, OMol25).

```
59
Properties=species:S:1:pos:R:3:nbo_charge:R:1
C -1.48 -1.38 -0.70 -0.071
O -2.66 -0.65 -0.89 -0.937
C -0.44 -0.72 0.21 -0.436
C 0.92 -0.55 -0.36 -0.582
H -1.08 -1.50 -1.75 0.172
H -1.71 -2.37 -0.29 0.147
H -0.38 -1.14 1.24 0.195
H -0.85 0.14 0.69 0.158
H 1.04 0.25 -1.08 0.226
H 1.42 -1.43 -0.78 0.179
H 1.60 -0.08 0.50 0.196
H 3.55 -2.15 1.32 0.501
H 4.09 -0.64 1.32 0.466
O 4.15 -1.51 0.89 -0.982
H 0.89 2.26 -2.39 0.510
H 2.27 2.23 -1.65 0.468
O 1.85 1.82 -2.50 -1.011
H 0.09 -1.77 4.33 0.483
H -0.57 -0.98 3.29 0.513
O 0.25 -1.01 3.80 -0.968
H -2.37 2.54 0.40 0.519
H -2.36 4.01 -0.23 0.495
O -1.78 3.41 0.26 -0.990
H 2.19 -2.10 -3.08 0.475
H 0.64 -1.91 -3.28 0.517
O 1.33 -2.49 -2.85 -1.002
H 3.76 1.68 1.83 0.431
H 3.36 2.09 0.60 0.487
O 4.22 1.96 1.13 -0.920
H 2.99 1.20 3.47 0.451
H 1.70 0.21 3.45 0.495
O 2.10 1.02 3.92 -0.955
H -0.66 0.23 -3.17 0.488
H 0.94 0.28 -2.99 0.497
O 0.21 -0.07 -3.53 -1.035
H -3.98 -2.55 0.47 0.445
H -3.71 -1.33 -0.10 0.502
O -3.96 -1.62 0.82 -1.005
H -2.67 -1.25 1.92 0.494
H -1.92 0.05 1.72 0.461
O -2.25 -0.59 2.30 -0.957
H -4.39 1.72 -1.23 0.473
H -3.46 0.96 -0.21 0.512
O -4.11 1.80 -0.35 -1.004
H -1.12 1.82 -2.32 0.496
H -1.07 2.73 -1.24 0.485
O -0.70 2.66 -2.17 -0.988
H -2.58 0.00 -2.10 0.515
H -2.65 0.53 -3.71 0.478
O -2.16 0.61 -2.89 -1.053
H 0.50 -4.05 -0.86 0.484
H 1.52 -2.83 -0.72 0.494
O 1.19 -3.65 -0.24 -0.985
H 1.00 2.08 1.59 0.475
H 0.32 2.97 0.48 0.512
O 1.20 2.53 0.82 -0.987
H 1.40 -1.50 2.70 0.474
H 1.43 -2.41 1.50 0.494
O 1.98 -1.97 2.15 -0.994
```

As for the spin multiplicity: 1. Its net charge is -1.

***

No. 4
# C22H76N14O16

A cluster of 16 separate species, C22H76N14O16 in total (wB97M-V/def2-TZVPD, OMol25).

```
128
Properties=species:S:1:pos:R:3:mulliken_charge:R:1
C 0.78 -5.52 2.41 -1.294
C 1.28 -4.23 3.01 -0.074
O 0.55 -3.12 2.64 -0.044
H 1.22 -6.36 2.96 0.403
H 0.90 -5.60 1.32 0.218
H -0.30 -5.62 2.55 0.276
H 2.36 -4.01 2.78 0.251
H 1.08 -4.41 4.09 0.376
H 0.73 -2.36 3.25 -0.265
C 0.86 -3.34 -0.60 -0.082
C -0.30 -4.24 -0.87 -0.078
O 0.13 -5.23 -1.77 -0.617
H 1.34 -3.03 -1.51 0.594
H 1.59 -3.91 -0.01 0.449
H 0.47 -2.50 -0.15 -0.684
H -1.16 -3.76 -1.31 -0.134
H -0.73 -4.72 0.05 0.104
H -0.57 -5.70 -2.17 0.381
C -2.17 -3.36 -3.71 -1.606
C -2.35 -1.91 -3.19 -0.425
O -1.32 -1.50 -2.24 0.894
H -2.70 -3.59 -4.59 0.482
H -2.55 -4.12 -3.00 0.356
H -1.16 -3.66 -3.90 0.315
H -3.38 -1.83 -2.78 0.438
H -2.26 -1.34 -4.09 0.412
H -0.48 -1.47 -2.70 -0.265
C -0.24 0.05 1.05 1.283
C 0.29 0.60 -0.25 2.733
O 0.60 2.01 -0.15 0.054
H 0.25 0.57 1.83 -0.227
H -0.14 -1.01 1.20 0.292
H -1.30 0.25 1.17 -1.671
H -0.47 0.48 -1.03 -0.991
H 1.14 -0.03 -0.63 -0.885
H 1.56 1.99 -0.04 0.028
C 0.39 0.44 5.26 -0.660
C 0.76 -1.04 5.55 -0.623
O 1.67 -1.29 4.53 -0.461
H -0.39 0.66 5.99 0.347
H 0.01 0.50 4.23 -0.164
H 1.21 1.06 5.54 0.532
H 0.00 -1.76 5.59 0.257
H 1.24 -1.13 6.54 0.488
H 2.28 -2.04 4.75 0.279
C -1.61 1.71 -3.61 0.876
C -1.71 3.15 -3.99 -1.192
O -0.84 3.83 -3.07 -0.667
H -0.62 1.25 -3.97 -0.479
H -2.34 1.12 -4.03 0.555
H -1.60 1.63 -2.49 -0.685
H -2.76 3.52 -3.83 0.461
H -1.44 3.31 -5.02 0.380
H -1.31 4.54 -2.63 0.394
C 3.97 3.99 -1.25 0.496
O 4.53 4.68 -0.24 -0.767
N 4.64 3.21 -2.10 -0.485
N 2.73 3.95 -1.49 0.012
H 5.67 3.22 -2.08 0.209
H 4.25 3.13 -3.04 0.337
H 2.00 4.37 -0.87 0.234
H 2.22 3.17 -1.98 -0.468
C -2.63 -2.19 2.87 -0.227
O -1.82 -1.45 3.75 -0.394
N -3.93 -1.94 2.90 -0.436
N -2.22 -2.98 1.94 0.219
H -4.29 -1.37 3.66 0.286
H -4.74 -2.30 2.33 0.338
H -1.19 -2.95 2.00 -0.231
H -2.78 -3.79 1.60 0.269
C 3.98 -0.51 -2.30 -0.286
O 4.01 -1.75 -1.79 -0.743
N 4.00 -0.26 -3.54 -0.049
N 3.82 0.57 -1.50 -0.295
H 4.27 -1.10 -4.11 0.317
H 3.92 0.64 -4.05 0.171
H 3.84 0.29 -0.47 0.227
H 4.26 1.48 -1.63 0.431
C 2.22 2.40 -3.95 0.145
O 3.46 2.28 -4.49 -0.920
N 1.31 3.23 -4.42 -0.147
N 1.79 1.80 -2.84 3.640
H 1.65 3.83 -5.28 0.291
H 0.40 3.49 -3.98 0.300
H 2.57 1.22 -2.36 -1.047
H 0.88 1.87 -2.41 -1.115
C -2.80 1.64 3.91 0.407
O -3.76 0.73 4.43 -0.763
N -2.02 2.50 4.60 -0.323
N -2.63 1.90 2.65 0.331
H -2.05 2.50 5.59 0.313
H -1.05 2.89 4.26 0.294
H -3.09 1.17 2.02 -0.108
H -1.74 2.29 2.30 -0.063
C 0.41 3.43 2.73 0.083
O 1.61 2.67 2.47 -0.610
N 0.12 3.88 3.91 -0.388
N -0.54 3.56 1.81 -0.169
H 0.88 3.71 4.59 0.292
H -0.60 4.61 4.11 0.325
H -0.37 3.06 0.90 -0.396
H -1.35 4.14 1.88 0.312
C -3.69 -0.34 -0.23 0.188
O -4.08 0.37 -1.42 -0.711
N -2.92 -1.39 -0.16 0.338
N -3.94 0.08 0.98 -0.099
H -2.25 -1.49 -0.99 -0.247
H -2.57 -1.82 0.74 0.440
H -4.60 0.86 0.95 0.361
H -3.94 -0.59 1.78 0.066
C 0.75 -1.35 -4.60 -0.891
O 1.06 -1.29 -3.21 -0.675
H -0.06 -2.07 -4.68 0.310
H 1.57 -1.70 -5.23 0.326
H 0.44 -0.34 -4.90 0.139
H 1.91 -0.81 -3.09 0.077
C 3.13 -1.30 1.40 -0.288
O 3.54 -0.01 1.11 -0.690
H 3.85 -1.83 2.04 0.429
H 2.98 -1.84 0.47 0.013
H 2.21 -1.35 1.90 -0.013
H 3.50 0.50 1.92 0.309
C -2.68 3.09 -0.42 0.212
O -3.59 3.78 0.38 -0.694
H -1.75 3.66 -0.60 0.123
H -3.12 2.80 -1.43 0.178
H -2.47 2.16 0.01 -0.298
H -3.55 3.34 1.27 0.609
```

As for the spin multiplicity: 1.

***

No. 5
# C5H6O2

An isolated molecule of C5H6O2 (wB97M-V/def2-TZVPD, OMol25).

```
13
Properties=species:S:1:pos:R:3:nbo_charge:R:1
O -1.41 -1.38 -1.98 -0.694
C -1.68 -0.04 -1.64 -0.132
C -0.79 0.42 -0.56 -0.029
C -0.07 0.65 0.38 -0.015
C 0.90 0.77 1.46 -0.579
C 2.00 -0.26 1.22 0.458
O 2.37 -1.05 2.04 -0.502
H -1.29 -1.87 -1.16 0.471
H -2.72 0.10 -1.33 0.189
H -1.52 0.55 -2.55 0.208
H 0.45 0.57 2.44 0.254
H 1.34 1.78 1.48 0.255
H 2.42 -0.24 0.19 0.116
```

As for the spin multiplicity: 1.

***

No. 6
# C3H7BrN4O4

A structure of composition C3H7BrN4O4 (wB97M-V/def2-TZVPD, OMol25).

```
19
Properties=species:S:1:pos:R:3:nbo_charge:R:1
C 3.62 -1.36 -0.87 -0.253
C -3.59 2.33 0.83 -0.251
C -0.81 -0.80 -1.11 0.250
N 1.31 -1.01 -0.99 0.060
N -2.17 0.60 0.00 0.114
N 0.35 -0.42 -0.46 0.207
N -1.95 0.05 -1.11 0.193
O 0.27 0.32 0.50 -0.408
O -2.52 0.19 -2.17 -0.449
O 2.51 -0.63 -0.36 -0.338
O -2.97 1.68 -0.23 -0.331
Br -1.67 -2.85 0.32 -0.227
H 4.43 -0.74 -0.40 0.218
H 3.51 -1.47 -1.89 0.193
H 3.57 -2.39 -0.45 0.187
H -4.64 2.46 0.65 0.193
H -3.22 3.46 0.82 0.185
H -3.56 1.95 1.78 0.200
H -0.69 -1.33 -2.01 0.255
```

As for the spin multiplicity: 1.

***

Energy above the lowest of the compared OMol25 structures with the same formula, charge and spin readings, ordered: 0.231; 2.848; 4.562; 1.879; 2.406; 1.796 eV